# C30H53N4O6P

A cluster of 5 separate species, C30H53N4O6P in total at a distorted geometry (ωB97M-V with the def2-TZVPD basis set, OMol25).

Structure (SMILES)   C#CCCCO[P@@](=O)(OCCCCC)OCCCC(=O)O.CCCC#N.CCCC#N.CCCC#N.CCCC#N
HOMO-LUMO gap   0.3482 Eh
Total energy   -59497.8233 eV

XYZ file:
```
94
Properties=species:S:1:pos:R:3:forces:R:3
P -4.408 3.341 -0.014 0.0 -0.5 3.3
O -1.517 -1.919 -2.733 -0.2 2.4 0.3
O -5.637 4.552 0.108 2.3 -2.2 -1.3
O -4.041 2.932 -1.632 -1.3 0.1 2.9
O -4.807 2.154 0.887 0.8 2.6 -3.0
O -2.953 4.039 0.634 -2.8 -1.5 -1.7
O -0.122 -0.134 -3.357 -5.7 -2.1 0.6
N 1.916 3.990 -0.598 0.7 -0.1 0.0
N 7.360 -0.177 -3.950 -0.5 0.0 -0.2
N 3.151 -0.685 5.954 0.2 -0.5 -0.1
N 4.229 -6.367 3.072 -0.5 0.0 -0.2
C -2.149 2.894 1.084 1.6 -0.6 -0.1
C 2.930 3.654 -0.166 -0.4 -0.1 0.0
C -9.106 -0.651 0.494 -0.1 0.1 0.2
C 6.274 -0.133 -4.334 0.3 0.1 0.2
C -0.536 3.208 1.051 -1.1 -0.8 -1.0
C 5.447 1.043 -7.049 0.1 0.0 -0.1
C -7.962 0.518 0.646 -0.3 -1.3 0.1
C 2.220 1.145 2.908 -4.8 0.6 -4.9
C 0.162 1.728 0.877 0.5 0.0 1.5
C 4.893 -0.071 -4.825 -0.2 -0.3 -0.1
C 0.847 -6.034 2.238 -0.3 0.2 0.2
C -6.885 4.033 -0.491 -1.1 0.0 0.3
C 2.004 -6.940 1.814 -0.2 0.1 -0.3
C -4.566 1.627 -2.015 0.0 -1.6 -1.9
C -1.312 -0.560 -3.197 3.6 1.6 -0.2
C 5.385 3.538 -0.559 0.2 0.0 -0.3
C 4.220 3.218 0.379 0.3 0.2 0.2
C 1.342 1.492 1.977 3.6 -2.3 3.9
C -8.367 1.883 -0.123 -0.5 -0.6 0.6
C -7.814 3.230 0.580 0.1 0.0 -0.3
C -2.623 0.388 -3.462 0.7 -1.4 0.5
C -3.421 0.464 -2.059 -0.6 -0.1 -0.3
C 5.323 2.768 -1.873 0.0 0.0 -0.1
C 3.375 -1.807 5.812 -0.2 0.3 0.0
C 5.145 -3.503 5.378 0.4 -0.1 -0.2
C 0.442 -6.219 3.695 0.0 0.1 0.1
C 4.813 -0.153 -6.350 0.0 0.1 -0.4
C 3.251 -6.617 2.517 0.3 -0.1 0.2
C 3.661 -3.234 5.626 0.1 -0.3 0.2
C 5.652 -2.910 4.070 0.0 0.1 0.0
H 1.107 -4.984 2.067 0.0 -0.1 -0.1
H -8.693 -1.693 0.815 -0.6 1.9 -0.6
H 4.193 2.145 0.589 -0.2 0.1 0.0
H 3.759 -0.208 -6.642 0.1 -0.1 0.2
H 2.165 -6.826 0.737 0.2 -0.1 0.1
H 4.388 3.723 1.336 -0.2 -0.1 -0.1
H -0.644 0.909 1.086 1.6 1.4 -0.1
H -8.713 3.900 0.906 1.7 -1.1 -0.8
H -5.488 1.278 -1.426 1.7 0.7 -0.5
H 4.435 3.037 -2.452 0.0 0.0 0.1
H -0.322 3.785 0.073 -0.3 -0.7 2.0
H 6.322 3.286 -0.052 -0.2 0.1 0.1
H -4.000 -0.538 -1.950 1.1 1.6 0.0
H 6.519 1.104 -6.844 -0.1 0.0 0.0
H 1.740 -7.988 1.986 0.2 0.1 0.1
H -6.984 0.029 0.244 -1.5 1.2 0.6
H 3.348 -3.777 6.524 -0.1 0.2 -0.1
H 5.579 -1.819 4.070 0.0 -0.1 0.0
H -2.202 1.388 -3.837 -0.8 -1.6 0.6
H 5.320 0.957 -8.131 0.0 0.1 0.1
H 5.083 -3.293 3.218 0.1 0.0 0.1
H 0.161 -7.257 3.895 0.0 0.1 0.0
H -9.528 1.937 -0.130 1.9 -0.2 -0.1
H -6.580 3.381 -1.388 -0.8 1.0 1.3
H 6.200 2.997 -2.484 -0.1 -0.1 0.0
H -1.839 -1.880 -1.794 0.2 0.0 -1.3
H 3.066 -3.627 4.795 0.0 0.2 0.0
H 5.416 4.612 -0.772 0.0 -0.1 0.1
H 0.529 1.549 -0.206 -0.3 0.5 2.0
H 5.305 1.689 -1.695 0.0 0.1 0.0
H -10.018 -0.428 1.185 1.6 -0.3 -1.3
H -7.227 3.004 1.551 -0.8 0.3 -1.9
H 2.848 0.506 3.659 -1.5 1.9 -1.7
H 4.327 -0.905 -4.396 0.2 0.1 0.1
H 5.291 -1.072 -6.704 -0.1 0.0 0.1
H -7.518 4.938 -0.845 1.5 -1.4 0.4
H -7.795 0.673 1.781 -0.3 0.0 -1.9
H -4.922 1.738 -3.124 0.6 0.0 2.0
H 6.703 -3.172 3.920 -0.1 0.0 0.0
H -2.641 0.554 -1.220 -1.4 0.0 -1.0
H 4.981 1.979 -6.726 0.0 -0.1 0.0
H 4.414 0.849 -4.475 0.2 0.0 0.0
H -2.294 2.046 0.299 0.2 1.2 1.7
H 5.305 -4.586 5.353 -0.2 0.1 0.1
H 1.254 -5.945 4.374 0.0 -0.1 0.0
H -0.417 -5.585 3.930 0.1 -0.1 0.0
H -8.018 1.781 -1.225 -0.6 0.4 1.8
H -0.184 3.747 2.002 -0.5 -0.8 -1.6
H -2.495 2.603 2.141 0.5 0.2 -1.8
H -3.278 -0.165 -4.248 1.1 1.2 1.2
H -0.020 -6.254 1.605 0.2 0.0 0.0
H 5.744 -3.111 6.207 -0.2 0.0 0.0
H -9.499 -0.738 -0.595 0.7 0.2 1.8
```
Positions in Å, forces in eV/Å.

Löwdin atomic charge list, values in e, 2 entries: atom 1 (P): 0.726, atom 2 (O): -0.002